# 1
Formula: C45H66LiNP3Si
Source: the OMol25 dataset
Level of theory: ωB97M-V/def2-TZVPD

Values from the calculation:
E ... -85176.714 eV
Gap between HOMO and LUMO ... 6.26 eV
Energy above the lowest of the compared OMol25 structures with the same formula, charge and spin ... 11.04 kJ/mol
LUMO level ... 2.615 eV
Net charge ... -1
E_HOMO ... -3.645 eV

CARTESIAN COORDINATES (ANGSTROEM)
Li 0.832 1.097 0.253
C -1.270 -1.940 -4.803
C -2.219 -0.880 -4.216
C -3.657 -1.181 -4.645
P -1.675 -0.659 -2.423
C -2.933 0.464 -1.622
C -3.142 1.703 -2.495
C -4.254 -0.142 -1.163
C -1.958 -2.313 -1.663
C -3.009 -3.182 -1.970
C -3.000 -4.492 -1.506
C -1.960 -4.931 -0.697
C -0.973 -4.041 -0.297
C -0.946 -2.724 -0.763
Si 0.350 -1.366 -0.253
C 1.049 -2.219 1.363
C 2.361 -2.703 1.461
C 2.875 -3.256 2.628
C 2.085 -3.333 3.757
C 0.787 -2.837 3.720
C 0.246 -2.269 2.564
P -1.468 -1.565 2.536
C -1.286 -0.011 3.558
C -0.363 -0.023 4.771
C -2.670 0.535 3.917
C -2.581 -2.646 3.610
C -2.777 -3.976 2.873
C -2.352 -2.911 5.100
C 1.657 -1.876 -1.621
C 2.077 -3.202 -1.813
C 3.016 -3.546 -2.773
C 3.564 -2.562 -3.591
C 3.163 -1.246 -3.437
C 2.213 -0.897 -2.469
P 1.796 0.858 -2.127
C 3.505 1.374 -1.522
C 3.870 0.624 -0.236
C 3.580 2.886 -1.284
C 1.837 1.740 -3.782
C 1.205 0.943 -4.925
C 1.050 3.049 -3.609
H -1.291 -1.927 -5.898
H -1.571 -2.935 -4.466
H -0.238 -1.787 -4.476
H -1.950 0.090 -4.648
H -3.916 -2.222 -4.454
H -3.751 -1.021 -5.724
H -4.391 -0.542 -4.148
H -2.388 0.783 -0.726
H -3.723 1.464 -3.391
H -2.183 2.124 -2.813
H -3.679 2.476 -1.939
H -4.876 -0.450 -2.008
H -4.817 0.603 -0.590
H -4.088 -1.007 -0.520
H -3.849 -2.847 -2.562
H -3.806 -5.165 -1.776
H -1.943 -5.959 -0.351
H -0.218 -4.372 0.413
H 2.997 -2.670 0.581
H 3.891 -3.637 2.650
H 2.474 -3.765 4.672
H 0.205 -2.869 4.628
H -0.851 0.683 2.838
H -0.744 -0.651 5.580
H -0.274 0.997 5.151
H 0.638 -0.369 4.510
H -3.108 -0.015 4.757
H -3.358 0.467 3.067
H -2.591 1.589 4.200
H -3.520 -2.090 3.524
H -1.832 -4.526 2.812
H -3.131 -3.811 1.855
H -3.505 -4.608 3.395
H -1.520 -3.593 5.267
H -3.246 -3.394 5.510
H -2.180 -1.998 5.669
H 1.663 -3.982 -1.183
H 3.333 -4.577 -2.883
H 4.308 -2.819 -4.337
H 3.610 -0.482 -4.067
H 4.213 1.091 -2.306
H 3.244 0.956 0.601
H 4.911 0.825 0.032
H 3.748 -0.455 -0.343
H 2.749 3.210 -0.650
H 3.547 3.446 -2.222
H 4.515 3.144 -0.777
H 2.877 1.974 -4.026
H 0.171 0.686 -4.675
H 1.734 0.018 -5.145
H 1.191 1.554 -5.835
H -0.007 2.820 -3.441
H 1.127 3.664 -4.513
H 1.395 3.638 -2.757
C 3.583 4.118 1.798
N 2.922 4.214 3.087
C 2.675 5.593 3.451
C 1.745 3.339 3.185
C 0.576 3.666 2.271
C -0.295 4.692 2.652
C -1.354 5.072 1.836
C -1.533 4.416 0.625
C -0.670 3.382 0.273
C 0.407 2.941 1.072
H 4.522 4.678 1.833
H 2.977 4.509 0.967
H 3.812 3.070 1.587
H 3.631 6.123 3.486
H 2.225 5.636 4.446
H 2.016 6.125 2.748
H 1.434 3.356 4.235
H 2.087 2.331 2.949
H -0.152 5.194 3.606
H -2.024 5.869 2.139
H -2.352 4.699 -0.031
H -0.855 2.876 -0.681



# 2
Formula: C5H8O
Source: the OMol25 dataset
Level of theory: ωB97M-V/def2-TZVPD

Values from the calculation:
E ... -7360.118 eV
Gap between HOMO and LUMO ... 9.57 eV
Energy above the lowest of the compared OMol25 structures with the same formula, charge and spin ... 206.26 kJ/mol
LUMO level ... 1.104 eV
SMILES string ... COC1=CCC1
E_HOMO ... -8.471 eV

CARTESIAN COORDINATES (ANGSTROEM)
C 1.852 -0.452 1.252
O 0.540 0.040 1.509
C -0.152 0.206 0.367
C 0.213 0.355 -0.910
C -1.202 0.183 -1.404
C -1.638 0.211 0.100
H 2.470 -0.213 2.115
H 1.817 -1.538 1.095
H 2.300 0.003 0.362
H 1.161 0.525 -1.402
H -1.612 0.955 -2.061
H -1.370 -0.805 -1.850
H -2.133 1.152 0.360
H -2.248 -0.622 0.468



# 3
Formula: C5H6O
Source: the OMol25 dataset
Level of theory: ωB97M-V/def2-TZVPD

Values from the calculation:
E ... -7327.376 eV
Gap between HOMO and LUMO ... 10.67 eV
Energy above the lowest of the compared OMol25 structures with the same formula, charge and spin ... 184.10 kJ/mol
LUMO level ... 0.373 eV
SMILES string ... CCC#CC=O
E_HOMO ... -10.299 eV

CARTESIAN COORDINATES (ANGSTROEM)
C 1.743 -0.048 -0.941
C 0.427 0.748 -0.877
C -0.558 0.124 0.002
C -1.268 -0.319 0.874
C -1.991 -0.543 2.108
O -1.527 -1.136 3.055
H 2.366 0.174 -0.070
H 1.537 -1.122 -0.942
H 2.309 0.190 -1.847
H 0.023 0.939 -1.876
H 0.574 1.735 -0.422
H -2.988 -0.063 2.144



# 4
Formula: C22H36Cl2P2S
Source: the OMol25 dataset
Level of theory: ωB97M-V/def2-TZVPD

Values from the calculation:
E ... -77854.317 eV
Gap between HOMO and LUMO ... 8.25 eV
LUMO level ... 0.488 eV
SMILES string ... CCCCCCC[PH2]([PH2]=S)[C@H](Cl)[C@H](C)Cl.c1ccccc1.c1ccccc1
E_HOMO ... -7.761 eV

CARTESIAN COORDINATES (ANGSTROEM)
C -4.832 2.040 -1.219
C -4.053 1.338 -0.107
C -2.818 2.104 0.400
C -1.491 1.589 -0.150
C -0.265 2.049 0.636
C 0.996 1.197 0.400
C 1.740 0.759 1.683
P 1.365 -0.944 2.199
P -0.706 -0.426 3.227
S -1.312 -2.038 4.164
C 2.967 -1.795 1.528
Cl 4.352 -1.249 2.536
C 3.365 -1.747 0.056
C 3.894 -0.431 -0.492
Cl 1.911 -2.258 -0.894
H -5.878 1.729 -1.239
H -4.824 3.125 -1.080
H -4.416 1.835 -2.208
H -4.717 1.132 0.735
H -3.723 0.359 -0.469
H -2.780 2.063 1.494
H -2.932 3.160 0.133
H -1.374 1.903 -1.194
H -1.515 0.492 -0.165
H -0.510 2.071 1.704
H -0.034 3.083 0.368
H 1.711 1.757 -0.206
H 0.731 0.322 -0.205
H 2.822 0.826 1.562
H 1.469 1.405 2.521
H 1.715 -1.347 3.496
H 0.578 -1.863 1.481
H -0.590 0.731 4.032
H -1.617 0.059 2.267
H 2.818 -2.844 1.798
H 4.081 -2.547 -0.129
H 4.549 -0.620 -1.341
H 3.082 0.213 -0.830
H 4.472 0.092 0.271
C -0.177 -7.952 0.324
C 1.016 -8.632 0.122
C 2.111 -7.969 -0.416
C 2.010 -6.626 -0.753
C 0.817 -5.946 -0.552
C -0.277 -6.609 -0.012
H -1.029 -8.468 0.747
H 1.094 -9.679 0.386
H 3.041 -8.500 -0.573
H 2.862 -6.107 -1.174
H 0.750 -4.898 -0.809
H -1.205 -6.077 0.151
C 0.092 5.901 -0.930
C -1.179 5.363 -0.782
C -2.041 5.305 -1.869
C -1.632 5.789 -3.104
C -0.362 6.329 -3.251
C 0.500 6.385 -2.165
H 0.764 5.944 -0.081
H -1.496 4.984 0.181
H -3.031 4.882 -1.754
H -2.303 5.744 -3.952
H -0.043 6.707 -4.214
H 1.490 6.807 -2.281



# 5
Formula: C3H10N2O2
Source: the OMol25 dataset
Level of theory: ωB97M-V/def2-TZVPD

Values from the calculation:
E ... -10347.941 eV
Gap between HOMO and LUMO ... 10.40 eV
Energy above the lowest of the compared OMol25 structures with the same formula, charge and spin ... 149.24 kJ/mol
LUMO level ... 0.790 eV
SMILES string ... NCCNC=O.O
E_HOMO ... -9.605 eV

CARTESIAN COORDINATES (ANGSTROEM)
N -3.021 0.005 0.216
C -1.660 0.348 0.508
C -0.631 -0.377 -0.424
N 0.745 -0.275 -0.064
C 1.653 -1.267 -0.324
O 2.884 -1.145 -0.291
H -2.958 -0.600 -0.613
H -3.580 0.790 -0.132
H -1.533 1.495 0.562
H -1.400 0.196 1.589
H -0.714 0.124 -1.395
H -0.996 -1.392 -0.489
H 1.180 0.565 0.290
H 1.304 -2.293 -0.444
O 2.735 1.467 0.685
H 3.249 0.582 0.560
H 2.742 1.780 -0.233



# 6
Formula: C6H12O
Source: the OMol25 dataset
Level of theory: ωB97M-V/def2-TZVPD

Values from the calculation:
E ... -8460.865 eV
Gap between HOMO and LUMO ... 9.71 eV
Energy above the lowest of the compared OMol25 structures with the same formula, charge and spin ... 336.66 kJ/mol
LUMO level ... 0.955 eV
E_HOMO ... -8.755 eV

CARTESIAN COORDINATES (ANGSTROEM)
C 1.610 -0.810 -0.887
C 0.849 -0.522 0.391
O 1.583 -0.473 1.503
C 0.248 1.360 0.160
C -1.259 1.175 0.197
C -1.541 -0.250 -0.289
C -0.551 -1.129 0.469
H 2.468 -0.140 -0.980
H 0.990 -0.757 -1.787
H 1.996 -1.831 -0.778
H 1.027 0.629 1.048
H 0.591 2.166 0.834
H 0.649 1.581 -0.830
H -1.619 1.281 1.228
H -1.781 1.926 -0.406
H -1.365 -0.320 -1.371
H -2.578 -0.554 -0.110
H -0.505 -2.153 0.078
H -0.813 -1.180 1.531



What is the formula in the first record?
C45H66LiNP3Si



The highest E belongs to which entry?
C5H6O